No. 1
DFT (ωB97M-V with the def2-TZVPD basis set) results for a molecular structure, C52H32N5O4SSe2Te2Y.

```
99
Properties=species:S:1:pos:R:3
Y 0.128 -0.131 0.123
C -4.432 -3.723 5.512
C -4.051 -4.155 4.248
C -3.247 -3.355 3.447
C -2.816 -2.112 3.908
C -3.195 -1.687 5.177
C -4.001 -2.488 5.976
C -1.946 -1.270 3.031
C -2.592 -0.481 2.080
C -4.025 -0.338 1.974
C -4.263 0.540 0.972
C -2.975 0.952 0.465
N -1.987 0.291 1.132
C -2.775 1.963 -0.487
C -1.534 2.556 -0.778
C -1.340 3.761 -1.554
C -0.026 4.076 -1.466
C 0.605 3.040 -0.678
C 1.971 2.995 -0.372
C 2.804 4.149 -0.825
C 3.261 5.082 0.104
C 4.038 6.159 -0.300
C 4.373 6.311 -1.640
C 3.929 5.380 -2.569
C 3.148 4.305 -2.166
C 2.638 1.986 0.341
N 2.062 0.912 0.945
C 3.055 0.203 1.552
C 2.843 -0.890 2.400
C 4.032 -1.654 2.875
C 4.894 -1.141 3.841
C 5.992 -1.877 4.265
C 6.238 -3.132 3.724
C 5.384 -3.646 2.758
C 4.284 -2.913 2.334
C 1.588 -1.304 2.854
C 1.380 -2.285 3.889
C 0.047 -2.330 4.119
C -0.566 -1.405 3.196
N 0.391 -0.794 2.444
C 4.328 0.819 1.263
C 4.070 1.931 0.533
N -0.337 2.137 -0.291
C -3.987 2.500 -1.169
C -4.456 3.787 -0.915
C -5.583 4.273 -1.562
C -6.263 3.477 -2.472
C -5.810 2.190 -2.727
C -4.682 1.706 -2.080
H -5.059 -4.349 6.135
H -4.372 -5.122 3.881
H -2.933 -3.700 2.467
H -2.853 -0.723 5.534
H -4.292 -2.146 6.963
H -4.748 -0.834 2.603
H -5.217 0.902 0.623
H -2.108 4.300 -2.086
H 0.478 4.925 -1.899
H 3.000 4.956 1.148
H 4.384 6.878 0.433
H 4.985 7.148 -1.954
H 4.196 5.467 -3.615
H 2.836 3.566 -2.899
H 4.695 -0.162 4.261
H 6.655 -1.470 5.020
H 7.097 -3.706 4.053
H 5.571 -4.617 2.317
H 3.630 -3.308 1.563
H 2.157 -2.852 4.376
H -0.482 -2.949 4.825
H 5.288 0.444 1.580
H 4.779 2.639 0.136
H -3.927 4.405 -0.199
H -5.934 5.277 -1.351
H -7.142 3.856 -2.979
H -6.334 1.558 -3.434
H -4.330 0.700 -2.278
Se -0.686 -2.890 0.255
Te -1.503 -5.122 -0.477
Te 2.686 -4.419 -1.360
Se 1.567 -2.345 -0.547
O -2.717 -1.417 -2.169
C -1.803 -1.062 -1.610
O 2.898 3.415 -4.876
S 2.425 2.049 -4.958
O 3.013 1.238 -5.991
N 2.465 1.331 -3.506
C 1.255 1.006 -3.081
O 1.002 0.427 -2.010
C 0.144 1.452 -3.997
C -1.222 1.359 -3.808
C -2.063 1.879 -4.783
C -1.542 2.476 -5.927
C -0.167 2.576 -6.114
C 0.648 2.061 -5.129
H -1.618 0.906 -2.909
H -3.137 1.825 -4.647
H -2.217 2.873 -6.676
H 0.251 3.047 -6.994
```

energy above the lowest of the compared OMol25 structures with the same formula, charge and spin = 19.6 kJ/mol
HOMO-LUMO gap = 4.222 eV
HOMO energy = -1.2 eV
net charge = -2
electronic energy = -227249.2470 eV
strongest force on any atom = 1.23 eV Å⁻¹

***

No. 2
DFT (ωB97M-V with the def2-TZVPD basis set) results for a molecular structure, C52H36BrF4N10NaO5PS2.

```
112
Properties=species:S:1:pos:R:3
Na -0.103 -0.478 0.900
O 6.401 -0.693 0.397
C 5.187 -1.065 0.860
C 4.590 -0.489 1.980
C 3.341 -0.943 2.351
N 2.663 -1.891 1.698
C 3.261 -2.422 0.655
Br 2.309 -3.770 -0.288
C 4.516 -2.073 0.185
H 6.560 0.236 0.633
H 5.078 0.312 2.520
H 2.832 -0.504 3.202
H 4.946 -2.532 -0.692
C 2.675 4.591 2.621
C 2.336 5.119 1.379
C 1.284 4.580 0.658
C 0.580 3.506 1.188
C 0.893 2.992 2.437
C 1.952 3.531 3.150
N -0.532 2.872 0.534
N -0.809 3.312 -0.586
C -1.970 2.651 -1.143
C -2.940 3.479 -1.691
C -4.045 2.888 -2.274
C -4.109 1.503 -2.316
C -3.074 0.778 -1.751
N -2.016 1.330 -1.156
H 3.501 5.013 3.179
H 2.896 5.952 0.974
H 1.010 4.967 -0.315
H 0.304 2.171 2.828
H 2.215 3.121 4.117
H -2.819 4.551 -1.636
H -4.832 3.496 -2.700
H -4.936 0.986 -2.784
H -3.096 -0.304 -1.784
C -3.422 4.780 6.669
C -2.515 3.736 6.087
C -1.369 3.304 6.745
C -0.589 2.379 6.076
N -0.893 1.897 4.879
C -2.039 2.339 4.351
S -2.551 1.766 2.789
N -2.855 3.245 4.902
H -3.080 5.109 7.648
H -4.435 4.386 6.753
H -3.463 5.638 5.998
H -1.101 3.671 7.725
H 0.336 2.016 6.515
F 5.951 3.124 -2.352
C 5.049 2.463 -3.087
C 5.144 2.552 -4.441
F 6.137 3.289 -4.946
C 4.231 1.921 -5.330
C 3.206 1.202 -4.660
C 3.111 1.117 -3.306
F 2.117 0.380 -2.801
C 4.026 1.742 -2.421
C 3.928 1.662 -1.016
C 2.785 1.145 -0.353
N 1.901 0.769 0.281
C 4.973 2.035 -0.129
N 5.810 2.250 0.637
F 2.291 0.552 -5.386
C 4.333 1.994 -6.730
C 3.403 1.377 -7.617
N 2.691 0.905 -8.390
C 5.379 2.686 -7.409
N 6.199 3.211 -8.026
C -0.396 -1.673 4.774
S -1.524 -1.553 3.412
O -1.309 -2.739 2.595
O -2.849 -1.401 3.969
O -1.065 -0.333 2.682
H -0.838 -2.332 5.517
H -0.254 -0.671 5.176
H 0.542 -2.082 4.404
O -0.683 -1.829 -0.467
P -1.675 -2.813 -0.985
C -3.269 -2.765 -0.153
C -4.183 -3.814 -0.272
C -5.411 -3.737 0.364
C -5.724 -2.625 1.137
C -4.812 -1.592 1.277
C -3.590 -1.659 0.625
C -1.126 -4.525 -0.850
C -1.110 -5.113 0.416
C -0.601 -6.391 0.572
C -0.103 -7.085 -0.524
C -0.111 -6.501 -1.782
C -0.622 -5.220 -1.946
C -1.958 -2.515 -2.747
C -1.047 -1.683 -3.393
C -1.184 -1.421 -4.750
C -2.231 -1.988 -5.462
C -3.148 -2.811 -4.819
C -3.012 -3.076 -3.465
H -3.922 -4.705 -0.830
H -6.116 -4.553 0.273
H -6.676 -2.578 1.652
H -5.023 -0.746 1.917
H -2.871 -0.860 0.753
H -1.464 -4.553 1.275
H -0.578 -6.841 1.556
H 0.300 -8.082 -0.395
H 0.287 -7.036 -2.635
H -0.619 -4.761 -2.927
H -0.245 -1.235 -2.822
H -0.473 -0.778 -5.249
H -2.335 -1.785 -6.520
H -3.970 -3.246 -5.373
H -3.737 -3.710 -2.969
```

HOMO-LUMO gap (alpha / beta) = 5.748 / 6.194 eV
HOMO energy (alpha / beta) = -5.9 / -5.3 eV
net charge = -1
electronic energy = -195937.3766 eV
strongest force on any atom = 1.27 eV Å⁻¹

***

Question: What is the formula in the first record?
Answer: C52H32N5O4SSe2Te2Y

***

Question: The lowest net charge belongs to which entry?
Answer: C52H32N5O4SSe2Te2Y

***

Question: Which value of electronic energy does entry 1 give?
Answer: -227249.2470 eV

***

Question: Number 2 is which compound?
Answer: C52H36BrF4N10NaO5PS2